No. 1
Here is a cluster of 5 separate species, C16H31BCl8I2O in total in a non-equilibrium geometry from OMol25. Energies are from ωB97M-V/def2-TZVPD.

Summary:
E_LUMO in eV: 0.327
SMILES string: CCCB(CCCI)CC(=O)I.ClCCCl.ClCCCl.ClCCCl.ClCCCl

Geometry as XYZ:
```
59
Properties=species:S:1:pos:R:3:forces:R:3
C -0.26883 1.65393 1.14272 -0.04 0.04 -0.26
C 0.56844 0.72261 0.25858 -0.38 -0.03 0.12
C -0.25205 -0.49171 -0.20023 0.63 0.23 -0.06
B 0.52442 -1.65078 -0.89790 -0.31 -0.15 0.07
C -0.25202 -2.91103 -1.43451 0.00 0.15 0.04
C -1.31277 -3.46999 -0.47825 0.26 -0.16 0.04
C -0.72370 -3.86041 0.88499 -0.14 -0.21 -0.04
I -1.79419 -3.04696 2.55638 0.09 -0.07 -0.02
C 2.10917 -1.61413 -1.10997 0.11 -0.33 -0.94
C 2.76008 -2.28735 0.04351 0.02 0.35 0.46
O 2.91032 -1.82588 1.12217 0.06 -0.01 0.07
I 3.42617 -4.33725 -0.27896 -0.05 -0.11 -0.13
H -0.19064 1.37707 2.19263 -0.03 -0.01 0.07
H -1.32120 1.58995 0.86243 -0.06 0.03 0.00
H 0.01577 2.69930 1.03239 0.14 0.03 0.13
H 1.44991 0.40684 0.81690 0.10 -0.06 -0.07
H 0.91014 1.25206 -0.63301 0.05 -0.01 0.10
H -0.83373 -0.89410 0.63454 -0.09 -0.07 0.03
H -0.99468 -0.13314 -0.92522 -0.21 -0.11 0.03
H -0.77639 -2.55398 -2.33292 0.02 0.01 -0.09
H 0.41370 -3.70148 -1.78789 0.05 -0.07 0.09
H -2.12485 -2.75877 -0.35444 -0.05 0.06 -0.03
H -1.73875 -4.37018 -0.91804 -0.22 0.06 -0.02
H -0.77169 -4.93377 1.03793 0.03 -0.03 0.06
H 0.31566 -3.57049 1.01597 0.00 0.18 0.04
H 2.52504 -0.61485 -1.23586 -0.06 0.14 0.38
H 2.33085 -2.18207 -2.01421 0.04 -0.01 -0.01
Cl -0.19071 0.83026 6.76359 -0.01 0.01 0.01
C 0.20905 -0.90143 6.90704 0.05 -0.03 0.04
C -0.40482 -1.72042 5.80222 0.06 -0.04 -0.04
Cl -2.18124 -1.80491 5.93530 -0.03 0.04 0.03
H -0.12528 -1.23881 7.88448 -0.04 0.03 0.00
H 1.29336 -0.98316 6.85824 0.00 0.01 -0.04
H -0.03434 -2.74277 5.85216 -0.01 -0.01 0.02
H -0.16664 -1.31345 4.82311 -0.04 0.03 -0.01
Cl 1.44303 3.76194 -1.25783 0.14 0.13 -0.04
C 1.28758 4.31341 -2.94570 0.05 0.05 -0.04
C -0.14283 4.26518 -3.41142 -0.04 0.06 -0.06
Cl -0.74158 2.58907 -3.55360 -0.02 -0.01 0.02
H 1.92597 3.68520 -3.56200 -0.02 -0.05 0.02
H 1.65555 5.33693 -2.98786 -0.05 0.02 0.04
H -0.22330 4.71893 -4.39748 0.02 -0.03 -0.02
H -0.79919 4.79410 -2.72585 -0.01 -0.04 0.04
Cl 2.93431 7.82319 -3.14513 -0.02 0.02 0.00
C 4.37773 7.78496 -2.09536 0.11 0.02 0.00
C 4.28696 6.72403 -1.02929 0.03 -0.08 0.02
Cl 3.04154 7.09234 0.18719 -0.03 0.02 -0.01
H 4.49133 8.77380 -1.65987 -0.06 0.01 0.01
H 5.23146 7.58393 -2.73986 -0.01 -0.03 -0.01
H 5.23800 6.66010 -0.50358 0.01 0.03 0.00
H 4.05659 5.74866 -1.45232 -0.05 0.01 0.00
Cl -3.93368 -4.52666 -2.97253 0.02 0.00 0.00
C -5.17095 -5.49324 -2.12561 -0.04 -0.07 -0.03
C -5.88270 -4.70226 -1.05976 -0.09 0.02 0.06
Cl -4.82704 -4.31167 0.32262 0.03 0.01 -0.04
H -4.68121 -6.36905 -1.70838 0.05 0.03 0.02
H -5.88774 -5.81629 -2.87837 -0.01 0.03 -0.01
H -6.71270 -5.28778 -0.66797 0.01 -0.03 -0.01
H -6.27073 -3.76758 -1.45592 0.04 0.03 0.00
```
Forces are in eV/Å.


No. 2
Here is a cluster of 2 separate species, C4H9NO2 in total in a non-equilibrium geometry from OMol25. Energies are from ωB97M-V/def2-TZVPD.

Summary:
E_LUMO in eV: 0.717
Relative energy (zero: lowest compared OMol25 entry of this formula, charge and spin) in kcal/mol: 48.2
SMILES string: C=C[C@@H](N)C=O.O

Geometry as XYZ:
```
16
Properties=species:S:1:pos:R:3:forces:R:3
C -2.67541 -0.12350 -0.08706 -0.17 0.11 -0.12
C -1.53745 -0.44467 -0.67088 0.25 0.08 -0.13
C -0.20336 0.18313 -0.33671 0.02 0.23 0.30
N -0.30168 1.20243 0.68698 0.05 -0.02 -0.07
C 0.70736 -0.97072 0.03958 -0.19 -0.40 0.60
O 1.13564 -1.15922 1.15975 -0.20 0.10 -0.69
H -3.61202 -0.56003 -0.39498 -0.06 -0.20 0.00
H -2.71765 0.64538 0.66516 0.05 0.14 0.15
H -1.49864 -1.19379 -1.45104 -0.12 -0.12 -0.08
H 0.20220 0.63502 -1.25094 0.00 -0.09 0.06
H 0.57118 1.71960 0.72326 -0.08 -0.07 0.06
H -0.42242 0.75222 1.59064 0.08 0.09 -0.05
H 0.86838 -1.71028 -0.76702 0.18 -0.02 0.03
O 2.90305 0.56171 -0.14747 -0.14 -0.34 0.76
H 2.77396 0.04521 0.68501 0.37 0.55 -0.97
H 3.80687 0.41750 -0.44427 -0.03 -0.04 0.17
```
Forces are in eV/Å.


No. 3
Here is a structure of composition C3H4FMgO3 in a non-equilibrium geometry from OMol25. Energies are from ωB97M-V/def2-TZVPD.

Summary:
2S+1: 2
E_LUMO (alpha / beta) in eV: -1.557 / -3.726

Geometry as XYZ:
```
12
Properties=species:S:1:pos:R:3:forces:R:3
C 0.94537 -0.87885 2.44797 0.20 -0.24 0.45
C -0.01992 -0.16234 1.82737 -1.57 0.76 1.03
H 1.00401 -1.94353 2.20989 0.09 0.32 -0.10
H 1.81391 -0.37163 2.87761 -0.14 -0.17 -0.26
F -0.10212 1.15875 2.02826 0.52 -0.77 -0.31
H -0.93131 -0.53866 1.34502 0.74 -0.06 -0.55
Mg -0.17898 -1.38354 4.66559 0.20 0.24 -0.75
O -1.00876 -0.41022 -2.70689 -0.48 0.06 -0.46
C -0.47752 -0.28367 -1.44194 1.04 -1.25 0.08
O 0.59083 0.34029 -1.33286 -0.15 0.51 0.22
O -1.06729 -0.97642 -0.57913 -0.50 0.40 0.39
H -0.37535 -0.03602 -3.32966 0.05 0.20 0.26
```
Forces are in eV/Å.


No. 4
Here is an isolated molecule of CH2BrN3 in a non-equilibrium geometry from OMol25. Energies are from ωB97M-V/def2-TZVPD.

Summary:
E_LUMO in eV: -1.629
Relative energy (zero: lowest compared OMol25 entry of this formula, charge and spin) in kcal/mol: 73.7
SMILES string: N#CN(N)Br

Geometry as XYZ:
```
7
Properties=species:S:1:pos:R:3:forces:R:3
N 0.00611 2.21206 -0.35974 -0.53 2.86 -0.83
C 0.24862 1.19021 0.06360 -0.06 -0.86 0.62
N 0.50726 -0.06430 0.29519 -0.08 -3.71 1.68
N -0.40279 -0.99187 -0.38559 3.99 -0.69 0.53
Br 0.59269 -0.55852 2.30849 -0.19 0.75 -2.04
H -1.12846 -0.46426 -0.72819 -2.33 1.45 -0.96
H 0.17656 -1.32333 -1.19375 -0.80 0.20 1.01
```
Forces are in eV/Å.